Below is a 2-piece molecular cluster, C3H10O2 overall, with properties calculated with ωB97M-V with the def2-TZVPD basis set.

## Properties
Structure (SMILES): CCO.CO
Orbital gap, Eh: 0.4085
DFT total energy, hartree: -270.74143

XYZ file:
```
15
Properties=species:S:1:pos:R:3:forces:R:3:lowdin_charge:R:1
C -1.705982 -0.988164 1.810221 -0.386 0.159 0.339 -0.093
C -1.050499 0.357112 1.551153 0.020 -0.023 -0.190 -0.314
O -0.738268 0.566114 0.173972 0.062 -0.081 0.022 -0.094
H -1.278638 -1.743659 1.154776 0.065 -0.102 0.015 0.075
H -1.561639 -1.300311 2.848943 0.095 0.018 -0.119 0.074
H -2.788991 -0.951436 1.667361 0.062 -0.024 -0.232 0.072
H -0.109221 0.394102 2.092959 0.197 0.116 -0.063 0.106
H -1.660897 1.196102 1.899516 -0.090 -0.140 0.128 0.107
H -1.385213 0.112151 -0.376255 -0.026 0.080 0.105 0.081
C 2.038699 0.300109 -1.772094 -0.022 0.068 -0.641 -0.158
O 1.733507 0.199343 -3.170820 0.162 0.201 0.145 -0.135
H 1.540189 -0.528434 -1.285631 -0.157 0.025 0.135 0.068
H 3.108355 0.202713 -1.608253 0.238 0.007 0.101 0.069
H 1.688393 1.249510 -1.366626 -0.082 -0.094 0.167 0.073
H 2.170207 0.934752 -3.619226 -0.138 -0.211 0.086 0.071
```
Positions in Å, forces in eV/Å.


Below is an isolated molecule of C5H8O in a non-equilibrium geometry, with properties calculated with ωB97M-V with the def2-TZVPD basis set.

## Properties
Structure (SMILES): O=CC1CCC1
Orbital gap, Eh: 0.3768
DFT total energy, hartree: -270.47272

XYZ file:
```
14
Properties=species:S:1:pos:R:3:forces:R:3:lowdin_charge:R:1
O -1.467046 -1.729423 0.043299 -0.581 0.169 -0.907 0.011
C -1.685518 -0.625539 -0.425949 0.239 -0.538 -0.244 -0.199
C -0.770537 0.546430 -0.130835 0.536 -0.068 -0.121 -0.235
C 0.672197 0.693631 -0.764608 -0.285 0.028 -0.703 -0.147
C 1.349243 -0.145180 0.321653 -0.256 -0.028 -0.079 -0.175
C 0.033589 0.043481 1.110229 -0.342 -0.551 0.448 -0.153
H -2.632395 -0.509409 -0.977411 0.157 0.398 -0.194 0.122
H -1.342315 1.488098 -0.193195 0.201 -0.420 0.476 0.132
H 0.721847 0.364949 -1.792050 0.398 0.104 -0.414 0.096
H 0.991823 1.739179 -0.652470 -0.287 -0.280 -0.318 0.113
H 1.533242 -1.188944 0.042447 -0.145 0.226 0.011 0.105
H 2.270970 0.251913 0.776011 -0.438 -0.010 -0.260 0.102
H -0.468896 -0.995258 1.218637 1.277 1.996 1.805 0.108
H 0.162406 0.883627 1.812582 -0.475 -1.026 0.499 0.118
```
Positions in Å, forces in eV/Å.


Below is C5H15BO2Rb as an isolated structure in a non-equilibrium geometry, with properties calculated with ωB97M-V with the def2-TZVPD basis set.

## Properties
Orbital gap, Eh: 0.1938
Net charge: -1
DFT total energy, hartree: -398.82269

XYZ file:
```
24
Properties=species:S:1:pos:R:3:forces:R:3:lowdin_charge:R:1
Rb -1.426651 0.796226 1.805881 0.678 -0.552 -0.093 0.966
B -2.710791 -1.521054 0.446031 -0.150 -0.278 -0.107 -0.520
H -3.200521 -2.463214 0.254341 -1.895 -3.725 -0.839 -0.093
H -2.424851 -1.482884 1.485751 1.302 -0.069 4.066 -0.150
H -1.899741 -1.344324 -0.243309 3.507 0.517 -2.486 -0.096
H -3.408651 -0.720414 0.255761 -3.150 3.415 -0.662 -0.107
C 2.919469 -1.343474 3.105771 -0.570 -0.293 -0.244 -0.146
C 2.442789 -0.309394 2.076131 -1.967 -0.280 -0.546 -0.524
O 1.097569 -0.507334 1.569941 2.656 0.796 1.108 -0.498
H 3.146059 -2.289274 2.613611 0.062 -0.115 -0.082 0.050
H 2.118629 -1.567444 3.810461 -0.087 0.141 0.150 0.051
H 3.801869 -1.020924 3.658421 0.195 0.128 0.044 0.044
H 3.246409 -0.242984 1.342721 0.161 -0.653 -1.178 0.058
H 2.654359 0.675606 2.492211 -0.694 0.801 0.854 0.052
C -1.280641 2.283466 -3.042419 -0.953 -0.021 -0.345 -0.033
C -0.909161 1.387076 -1.884189 0.147 1.625 0.500 -0.453
O -1.325871 1.697186 -0.769649 0.657 -0.895 -1.475 -0.081
C 0.102559 0.325306 -2.212029 0.885 -0.238 1.232 -0.011
H -0.384051 2.614416 -3.566539 -0.033 0.229 0.129 0.078
H -1.942351 3.084016 -2.711709 0.503 0.298 0.223 0.076
H -1.904161 1.794986 -3.791219 0.214 -0.600 -0.103 0.081
H 0.858759 0.265116 -1.429329 -0.627 -0.339 1.001 0.086
H 0.827569 0.530406 -2.999679 -1.013 0.178 -0.992 0.075
H -0.398601 -0.641094 -2.266969 0.170 -0.071 -0.156 0.096
```
Positions in Å, forces in eV/Å.


Below is an isolated molecule of C12H8N6 in a non-equilibrium geometry, with properties calculated with ωB97M-V with the def2-TZVPD basis set.

## Properties
Orbital gap, Eh: 0.2893
DFT total energy, hartree: -790.43121

XYZ file:
```
26
Properties=species:S:1:pos:R:3:forces:R:3:lowdin_charge:R:1
N -2.485434 4.400254 -1.362714 4.610 -6.735 3.489 0.217
N -1.032590 2.572335 -0.370174 -5.050 3.632 0.636 0.102
N 0.247091 -1.570694 -0.175163 0.040 2.045 -4.165 0.183
N -0.261477 0.156303 1.136882 -0.208 3.650 -1.345 0.174
N -1.817027 3.494131 -0.919542 -1.161 3.499 -1.900 -0.121
C 1.602361 2.367405 -3.013523 -1.580 1.623 2.458 -0.061
C 1.643242 1.024111 -3.232339 -2.584 0.713 2.739 -0.069
C 0.705849 2.873169 -1.963919 1.037 0.523 -2.450 -0.010
C 0.878934 0.220252 -2.353364 0.731 1.869 0.223 0.006
C -0.508628 -3.520284 2.877424 1.962 -2.010 -4.457 -0.086
C -0.896415 -2.472586 3.577718 -1.676 3.139 4.375 -0.142
C -0.083613 2.048064 -1.178136 2.014 0.443 -1.558 -0.295
C 0.217235 0.686078 -1.217928 0.880 -0.492 -0.788 -0.127
C -0.119354 -3.294040 1.552429 -0.645 1.131 2.511 0.031
C -0.781403 -1.204778 3.148030 -0.842 2.289 0.559 -0.022
C -0.050187 -1.987042 0.994114 0.082 -1.681 2.938 -0.268
C -0.295128 -0.914940 1.878180 -0.361 -1.281 -1.882 -0.244
N 0.035058 -0.189362 -0.134771 -0.549 -3.674 3.584 -0.050
H 2.203843 3.089057 -3.535932 0.131 0.049 -0.228 0.095
H 2.265188 0.595578 -3.913135 1.369 -1.211 -2.028 0.075
H 0.570988 3.981624 -1.855843 0.187 -1.214 -0.139 0.120
H 0.864936 -0.781388 -2.543765 0.302 -2.718 0.030 0.076
H -0.468268 -4.488528 3.329610 -0.135 -0.551 -0.200 0.109
H -1.320422 -2.611553 4.587248 0.192 0.049 -0.550 0.125
H 0.121646 -4.112018 1.036109 1.034 -2.940 -2.399 0.062
H -1.236427 -0.361150 3.652506 0.219 -0.147 0.547 0.118
```
Positions in Å, forces in eV/Å.